{"formula": "C27H34Cl2N5O3Y", "method": "wB97M-V/def2-TZVPD", "symbols": ["O", "C", "C", "C", "H", "C", "H", "C", "H", "C", "H", "C", "H", "H", "C", "C", "H", "H", "H", "C", "C", "H", "H", "H", "H", "Y", "Cl", "Cl", "C", "O", "N", "C", "C", "H", "H", "H", "H", "H", "H", "H", "H", "H", "C", "C", "N", "H", "C", "O", "H", "H", "H", "H", "N", "C", "C", "C", "C", "C", "C", "C", "N", "C", "C", "N", "C", "H", "H", "H", "H", "H", "H", "H"], "coordinates": [[2.159096, -5.234006, 1.423383], [2.900605, -6.012862, 0.855723], [4.345463, -6.244359, 1.179211], [4.999908, -5.425456, 2.112396], [4.444584, -4.622710, 2.600761], [6.347667, -5.642703, 2.403737], [6.855085, -4.998420, 3.125489], [7.046504, -6.682188, 1.770955], [8.101983, -6.845354, 1.994538], [6.387744, -7.514120, 0.852109], [6.924604, -8.329154, 0.362336], [5.040705, -7.294794, 0.564971], [4.501811, -7.929412, -0.138941], [2.527565, -6.661994, 0.028888], [2.347994, -1.176929, -2.906599], [0.989652, -0.627137, -2.757611], [2.808957, -0.969183, -3.889115], [2.358140, -2.271207, -2.750744], [3.007818, -0.765358, -2.124995], [0.162754, -0.122929, -3.643694], [0.537687, 0.414486, -5.017794], [-0.913830, -0.005864, -3.447426], [1.513794, 0.063303, -5.377337], [0.556092, 1.514416, -5.008326], [-0.231922, 0.116609, -5.739262], [0.351051, -0.413792, -0.246823], [2.372096, 0.987757, 0.425854], [1.015236, -2.664883, 0.629529], [0.155983, 2.708112, -1.158079], [-0.479388, 1.627993, -0.996290], [-0.437622, 3.842447, -1.510589], [-1.891877, 3.898048, -1.630541], [0.326237, 5.063643, -1.739800], [1.245656, 2.745528, -0.988879], [-2.300423, 2.935979, -1.311044], [-2.176560, 4.090018, -2.673245], [-2.281652, 4.710308, -1.004694], [1.392859, 4.807306, -1.772982], [0.155012, 5.795614, -0.933338], [0.037874, 5.528323, -2.692427], [-5.061424, -1.622235, -1.568428], [-5.086866, -3.597423, 0.052054], [-4.113592, -1.996373, -1.972207], [-4.121996, -3.910941, -0.368650], [-3.421652, -2.766126, -0.943767], [-3.471494, -1.168421, -2.272894], [-2.217024, -2.384632, -0.535916], [-1.697494, -1.284959, -0.893949], [-3.512535, -4.354913, 0.424736], [-1.676380, -3.068862, 0.136238], [-4.332846, -2.649882, -2.824999], [-4.327421, -4.670208, -1.135069], [-2.703318, 9.212451, 3.278471], [-2.508162, 8.058067, 3.228709], [-2.259294, 6.646398, 3.131690], [-1.087046, 6.193941, 2.507119], [-0.863225, 4.816833, 2.352182], [-1.858390, 3.921226, 2.761471], [-3.011050, 4.362388, 3.418599], [-3.199596, 5.735659, 3.638068], [-1.744963, 2.561989, 2.423106], [-2.800753, 1.642765, 2.366836], [-2.266069, 0.479250, 1.900446], [-0.911674, 0.661775, 1.637042], [-0.621508, 1.907959, 2.006307], [-0.348750, 6.915217, 2.148677], [0.059256, 4.455294, 1.891802], [-3.758403, 3.644929, 3.755922], [-4.076492, 6.087826, 4.189010], [-3.812235, 1.886464, 2.651712], [-2.751602, -0.467583, 1.730105], [0.359055, 2.357048, 2.016275]], "forces_ev_per_angstrom": [[1.0128, -1.0898, -0.4258], [-0.4184, 0.2641, 0.3954], [0.1861, 0.1955, 0.3065], [0.1695, -0.1483, -0.0781], [0.1143, -0.2274, -0.2084], [-0.0960, -0.1659, -0.1659], [-0.1384, -0.2269, -0.2501], [-0.4080, -0.0125, -0.1434], [-0.3048, 0.0406, -0.0650], [0.0576, 0.2083, 0.2315], [-0.1519, 0.2642, 0.1751], [-0.1269, 0.3335, 0.1182], [0.1980, 0.0868, 0.0828], [-0.0146, 0.1823, 0.1282], [1.0419, 0.3721, -0.6096], [-1.2023, -1.0357, 3.1804], [0.1956, -0.1411, 0.1033], [-0.1635, 0.4180, -0.0568], [0.0115, -0.1304, -0.2632], [0.0821, 0.7334, -1.4868], [-0.2550, -0.3664, -0.2279], [0.2802, 0.3580, 0.3795], [-0.2262, 0.0711, 0.1207], [0.0087, -0.1600, -0.0093], [0.1685, 0.0850, -0.1975], [0.6525, -0.5092, -1.6966], [0.3306, 0.3600, 0.2910], [-0.2394, -0.1050, 0.1757], [-0.6677, -1.5815, 0.0333], [0.7458, 2.0222, -0.1496], [-0.2347, 0.2472, 0.0518], [0.0758, 0.0689, -0.1531], [0.1109, -0.0406, 0.1420], [-0.3087, -0.0142, -0.1696], [0.0671, 0.2506, -0.0793], [0.0413, -0.0565, 0.2133], [0.0656, -0.1411, -0.0698], [-0.2968, 0.1493, -0.0049], [0.0093, -0.2233, -0.2296], [0.0696, -0.2144, 0.2123], [0.1377, 0.0312, -0.1031], [0.2670, 0.0436, -0.0480], [-0.1767, -0.1151, 0.1451], [0.1532, -0.1137, -0.1470], [-0.1291, -0.0313, -0.0570], [-0.1621, -0.1441, -0.0225], [0.6133, 1.3832, -0.3195], [-0.9235, -1.6897, 0.7281], [-0.1153, 0.0825, -0.1853], [-0.1281, 0.1578, -0.0623], [0.0789, 0.1563, 0.1198], [0.1267, 0.1727, 0.1361], [0.4239, -2.6359, -0.0913], [-0.3618, 2.6324, 0.1619], [-0.0177, -0.3231, 0.0336], [0.0897, -0.6632, 0.1215], [-0.3147, 0.7279, 0.0987], [-0.1216, 0.4970, -0.0930], [0.1246, 0.7581, 0.1249], [0.2096, -0.5860, -0.2461], [-0.1483, -1.0541, 0.0684], [0.4527, -0.1375, -0.0748], [0.5601, 0.8005, -0.0890], [-0.2518, 0.8259, 0.9389], [-0.9897, -0.9766, -0.2142], [-0.2765, -0.2594, 0.1435], [-0.4013, 0.2068, 0.0575], [0.2610, 0.3032, -0.0159], [0.3321, -0.0894, -0.3336], [0.2080, 0.0099, -0.0875], [0.0114, 0.0912, -0.0607], [0.0263, -0.1818, -0.2280]], "lumo_ev": -0.68, "homo_lumo_gap_ev": 5.081}

***

{"formula": "C27H34FeNO11", "method": "wB97M-V/def2-TZVPD", "symbols": ["Fe", "C", "C", "C", "O", "C", "C", "C", "O", "O", "O", "H", "H", "C", "C", "C", "O", "C", "C", "C", "O", "O", "O", "H", "H", "C", "C", "C", "C", "C", "C", "N", "O", "C", "C", "C", "H", "H", "H", "H", "H", "H", "H", "H", "H", "H", "H", "H", "H", "H", "H", "H", "H", "H", "C", "C", "O", "C", "H", "H", "H", "H", "H", "H", "C", "C", "O", "C", "H", "H", "H", "H", "H", "H"], "coordinates": [[0.409096, 1.177035, 0.615484], [1.091020, 4.983674, 2.471434], [0.945748, 3.594399, 2.044269], [1.359567, 2.447763, 3.040416], [1.151895, 1.303454, 2.526398], [1.946446, 2.775270, 4.279306], [2.200580, 4.069043, 4.552462], [1.715821, 5.237641, 3.687000], [1.905559, 6.474581, 3.974097], [2.861010, 4.333026, 5.673306], [0.465709, 3.251089, 0.993519], [0.714572, 5.659774, 1.718055], [2.441187, 2.087580, 4.949169], [4.802618, -0.051571, -3.125803], [4.688098, 0.992668, -4.065489], [3.769544, 2.186699, -3.602902], [3.773419, 3.187716, -4.379751], [3.100861, 2.213998, -2.317404], [3.193701, 1.070676, -1.538964], [4.089338, -0.113245, -1.954276], [4.343067, -1.085318, -1.107696], [2.390928, 1.154032, -0.490341], [5.026705, 0.921813, -5.249945], [5.513875, -0.731346, -3.571231], [2.623715, 3.144943, -2.048958], [0.768412, -1.512525, -2.530709], [-0.361192, -2.285259, -1.662859], [-0.475993, -3.786644, -2.259901], [-1.189869, -4.767034, -1.355011], [-0.599982, -4.704344, 0.115441], [-0.639844, -3.313246, 0.681936], [0.044472, -2.368841, -0.242655], [0.352699, -1.015442, 0.245104], [0.027190, -3.472036, 2.068495], [-2.109277, -2.707183, 0.934523], [-1.808673, -1.703432, -2.079504], [1.822019, -1.788350, -2.574775], [0.633944, -0.462725, -2.270087], [0.534641, -1.659552, -3.585152], [0.539384, -4.136899, -2.445496], [-0.883756, -3.824344, -3.270056], [-1.011330, -5.764392, -1.756890], [-2.277781, -4.721644, -1.305064], [0.404589, -5.114709, 0.012797], [-1.272161, -5.449493, 0.540896], [-0.653832, -4.046611, 2.696320], [0.153669, -2.670056, 2.795777], [1.015516, -3.929700, 2.025196], [-2.813327, -3.525148, 0.781765], [-2.423533, -2.002869, 0.164264], [-2.296054, -2.150678, 1.852953], [-1.815423, -1.387259, -3.122618], [-2.023936, -0.757476, -1.582585], [-2.573058, -2.480141, -2.102259], [-1.146699, 3.425694, -2.169432], [-1.728533, 2.297103, -1.435629], [-1.058909, 1.595250, -0.704578], [-3.178921, 1.986870, -1.768314], [-0.872835, 3.150867, -3.188039], [-0.370981, 3.903197, -1.570806], [-1.919335, 4.174006, -2.345938], [-3.110658, 2.025399, -2.855497], [-3.843935, 2.818537, -1.535530], [-3.552619, 1.016867, -1.440369], [-3.668979, 0.258145, 2.665600], [-2.214633, 0.497072, 2.764617], [-1.520191, 1.178144, 2.015079], [-1.393046, -0.240721, 3.794367], [-4.039830, 0.792098, 1.790698], [-4.287259, 0.435190, 3.545642], [-3.570966, -0.810709, 2.475711], [-1.989079, -1.132416, 3.988611], [-1.746674, 0.343636, 4.643816], [-0.377513, -0.491594, 3.487987]], "forces_ev_per_angstrom": [[1.9938, -1.8085, -0.1864], [-0.6635, -4.3662, -1.4053], [1.4469, 3.1451, 4.6255], [0.2563, -0.3516, -0.9023], [0.5390, 0.4893, 1.1895], [-0.9508, -2.3470, -2.1885], [2.4955, 3.2932, 5.1207], [0.3055, 3.7598, -0.5257], [0.0892, -2.2808, 0.7954], [-1.8329, -0.0801, -3.3674], [-1.4932, -1.2326, -3.2361], [0.2701, 0.6931, 0.4050], [-0.3239, -0.4669, -0.1482], [0.7279, 1.3196, -2.2017], [-2.8025, -0.2356, 0.6285], [0.8232, 2.6057, -0.6990], [-0.4065, -1.1091, 0.8075], [2.1690, -1.2626, -2.7397], [-3.6559, 1.9833, 1.8985], [1.7102, -2.8192, 3.9355], [-1.4635, 2.4067, -1.8077], [1.4351, -1.7826, -0.5416], [0.8658, 0.4022, -0.2737], [-0.0555, -1.0975, 0.9146], [-0.2724, -0.2467, 0.2878], [-1.7980, -0.2107, 0.3111], [0.3014, -1.7620, -1.5644], [0.7195, 1.0609, 0.4764], [0.9376, -0.0043, 0.6994], [-1.5392, -0.8562, -3.1813], [-0.6502, 3.2460, 0.9652], [1.2691, 1.0892, -0.6476], [-1.3990, -1.3969, 0.2976], [0.1541, 0.3403, 0.7286], [-0.0323, -0.8714, -0.9066], [1.3797, 0.6011, -0.2377], [-0.0317, -0.2727, 1.4027], [0.4984, 0.0470, -0.1425], [-0.7396, 0.1824, -0.2652], [0.2909, -0.1382, 0.4684], [-0.4565, 0.5547, -0.0925], [0.1219, -0.3445, 0.0777], [-0.1795, 0.6574, -0.1237], [0.1417, 0.2948, 0.5060], [0.2972, 0.2012, 1.2624], [-0.0936, -0.9815, -0.3141], [0.0499, 1.0996, -0.9962], [-0.0989, -0.2708, -0.2291], [-0.4526, -0.2136, 0.6345], [0.6035, 0.0097, -0.0930], [0.4544, -0.6210, 0.3290], [0.6350, -0.0940, -0.3874], [-0.3785, -0.3456, 0.6398], [-0.2542, 0.1664, 0.8680], [-0.2828, 1.5221, -0.0774], [0.0499, -1.1798, 0.7004], [-1.4067, 0.2001, -0.9744], [0.5485, 0.1826, -0.5775], [0.6152, -0.3196, 0.2040], [0.3791, -0.3263, -0.3654], [-0.2350, 0.2035, 0.1412], [-0.4623, -0.3854, -0.3383], [0.0407, -0.0451, 0.3959], [0.1864, 0.2088, 0.1605], [0.0296, 0.0048, -0.6604], [4.2940, 0.9046, -0.6147], [-2.5905, 0.0085, -0.2147], [-3.0288, -0.8281, -0.0209], [-0.1839, -0.1260, 0.1016], [0.2999, -0.0022, 0.0936], [-1.0464, -0.2155, -0.2025], [0.3459, -0.7504, 0.0771], [1.5076, 0.3014, 0.8449], [-0.0174, 0.8637, 0.4562]], "spin_multiplicity": 5, "total_charge": -3, "lumo_ev": [5.33, 5.33], "homo_lumo_gap_ev": [4.088, 4.086], "s_squared": 6.0111}

***

Per-record energy above the lowest of the compared OMol25 structures with the same formula, charge and spin, eV: 0.679; 4.853